{"formula": "C10H34BBaF4N6O6", "method": "the ωB97M-V functional and the def2-TZVPD basis", "elements": ["Ba", "B", "F", "F", "F", "F", "C", "O", "N", "N", "H", "H", "H", "H", "C", "O", "N", "N", "H", "H", "H", "H", "C", "C", "C", "O", "C", "N", "H", "H", "H", "H", "H", "H", "H", "H", "H", "H", "H", "C", "C", "C", "O", "C", "N", "H", "H", "H", "H", "H", "H", "H", "H", "H", "H", "H", "O", "H", "H", "O", "H", "H"], "xyz": [[5.95549, -27.17707, -2.10854], [3.65003, -28.95313, -3.26429], [4.40853, -29.39084, -2.17114], [4.50782, -28.53428, -4.32791], [2.80677, -29.92218, -3.76239], [2.90994, -27.91705, -2.71124], [6.79191, -23.17857, -1.70722], [6.55059, -24.37656, -1.58486], [7.88267, -22.61551, -2.33211], [5.99450, -22.21321, -1.15498], [7.97307, -21.62435, -2.39536], [8.46148, -23.27346, -2.81969], [6.39598, -21.30329, -1.05182], [5.07004, -22.40376, -0.81725], [3.44649, -24.58303, -3.76502], [4.14199, -25.51667, -3.34050], [3.33764, -24.30490, -5.07492], [2.55438, -23.92878, -2.95802], [2.77764, -23.54996, -5.41633], [3.98598, -24.87835, -5.60673], [1.76163, -23.51935, -3.41591], [2.48892, -24.28942, -2.02480], [8.82253, -25.97033, 0.24926], [9.28508, -27.07861, -0.68271], [8.70096, -28.45022, -0.23416], [7.25873, -28.49982, -0.20789], [6.80598, -29.80835, 0.13240], [8.73927, -26.76048, -2.00653], [9.53936, -25.14240, 0.20163], [8.74042, -26.24909, 1.30098], [7.89255, -25.43207, 0.05206], [10.36782, -27.04775, -0.54596], [9.10687, -28.80197, 0.71805], [9.07858, -29.18905, -0.95242], [5.77725, -29.80940, -0.22925], [6.95488, -30.00957, 1.19208], [7.28433, -30.57317, -0.48508], [9.01675, -25.79711, -2.19654], [9.27420, -27.22216, -2.74328], [8.20427, -24.79999, -5.18845], [6.86604, -25.51645, -5.29651], [6.31191, -25.61346, -6.74786], [5.02202, -26.18052, -6.62216], [4.20787, -26.08875, -7.76668], [6.98060, -26.90911, -4.74036], [8.23132, -23.79260, -5.60758], [9.00345, -25.46544, -5.50223], [8.20290, -24.48090, -4.14381], [6.05612, -25.03902, -4.74377], [6.94838, -26.30059, -7.32125], [6.28330, -24.66856, -7.29961], [3.38805, -26.80290, -7.65493], [4.59457, -26.29928, -8.76552], [3.72296, -25.10545, -7.71524], [7.78314, -27.21964, -5.29319], [6.20425, -27.36819, -5.22797], [6.99662, -29.35454, -2.95734], [7.64872, -29.45843, -3.65904], [6.20220, -29.78889, -3.29595], [4.07561, -26.74579, -0.18745], [3.30378, -26.26195, -0.50250], [4.00340, -26.72667, 0.77381]], "e_tot_ev": -44393.559, "lumo_ev": -2.319, "mol_weight_g_mol": 558.55, "de_lowest_kcal_mol": 0.0, "total_charge": 1, "orbital_gap_ev": 10.37}

***

{"formula": "C10H34INO8", "method": "the ωB97M-V functional and the def2-TZVPD basis", "elements": ["N", "H", "H", "H", "H", "I", "C", "C", "O", "H", "H", "H", "H", "H", "H", "C", "C", "O", "H", "H", "H", "H", "H", "H", "C", "C", "O", "O", "H", "H", "H", "H", "H", "H", "C", "C", "O", "O", "H", "H", "H", "H", "H", "H", "C", "C", "O", "O", "H", "H", "H", "H", "H", "H"], "xyz": [[0.09653, 0.57451, 0.03415], [-0.12598, 0.48425, -0.98213], [0.66279, 1.40231, 0.30311], [0.64941, -0.25369, 0.31558], [-0.75894, 0.56673, 0.62941], [2.39987, -1.94658, -0.56596], [-2.65151, 2.94478, 0.95869], [-2.87619, 1.83936, 1.95563], [-2.31511, 0.60905, 1.48849], [-1.63683, 3.00196, 0.56706], [-2.95442, 3.90104, 1.38183], [-3.31840, 2.73495, 0.11739], [-3.95131, 1.65112, 2.05240], [-2.57482, 2.10202, 2.97457], [-1.92746, 0.08758, 2.21059], [0.43812, -0.98862, -4.49636], [0.29662, 0.33465, -3.73983], [-0.57565, 0.14728, -2.62957], [0.83999, -1.76140, -3.83623], [1.15924, -0.93471, -5.32038], [-0.46391, -1.41018, -4.95083], [-0.06340, 1.08531, -4.44975], [1.28110, 0.60221, -3.36217], [-1.47790, 0.00315, -2.92384], [2.38496, 3.15722, -0.54853], [3.73670, 2.49114, -0.70949], [4.45342, 2.57829, 0.49849], [1.71890, 2.73202, 0.64967], [1.68610, 2.98999, -1.36996], [2.48754, 4.24824, -0.52842], [4.29247, 2.93954, -1.53420], [3.57185, 1.44194, -0.97566], [4.64988, 1.70712, 0.84742], [2.15143, 3.20665, 1.36869], [0.08354, -0.44657, 3.79803], [1.56183, -0.44395, 3.40360], [2.12603, 0.61555, 4.16941], [-0.73918, -1.26133, 2.97122], [-0.38435, 0.53312, 3.92874], [0.05156, -0.81708, 4.83209], [1.71237, -0.25073, 2.33973], [1.99506, -1.40286, 3.68985], [3.06729, 0.70057, 4.00177], [-0.80012, -2.15333, 3.31850], [-1.92776, -3.19761, -1.04195], [-1.35250, -4.59719, -0.96139], [-2.42113, -5.50207, -0.66134], [-3.06776, -3.27019, -1.91315], [-1.27909, -2.40772, -1.42244], [-2.21515, -2.84950, -0.04391], [-0.58408, -4.74904, -0.20294], [-0.86740, -4.97154, -1.87118], [-3.16389, -5.24328, -1.22114], [-3.08039, -2.55445, -2.54337]], "e_tot_ev": -36891.015, "lumo_ev": 0.105, "mol_weight_g_mol": 423.28, "de_lowest_kcal_mol": 0.0, "total_charge": 0, "orbital_gap_ev": 7.35}

***

{"formula": "C10H34O7", "method": "the ωB97M-V functional and the def2-TZVPD basis", "elements": ["C", "C", "O", "H", "H", "H", "H", "H", "H", "C", "C", "O", "H", "H", "H", "H", "H", "H", "C", "C", "O", "H", "H", "H", "H", "H", "H", "C", "O", "H", "H", "H", "H", "C", "O", "H", "H", "H", "H", "C", "O", "H", "H", "H", "H", "C", "O", "H", "H", "H", "H"], "xyz": [[-0.00468, 0.91723, -3.26101], [-0.63987, -0.45897, -3.32630], [-1.56238, -0.42881, -4.43441], [0.53817, 1.10535, -4.18769], [0.66753, 0.96974, -2.40862], [-0.79954, 1.65914, -3.20277], [-1.19555, -0.68871, -2.41124], [0.06486, -1.28440, -3.47148], [-1.61271, -1.30715, -4.81919], [1.47798, -0.21207, -0.10109], [0.24335, -0.19176, 0.78744], [-0.88749, 0.37881, 0.11106], [2.25654, -0.67599, 0.51512], [1.78314, 0.80621, -0.35391], [1.38416, -0.79439, -1.01542], [0.43625, 0.28653, 1.75354], [-0.04302, -1.21971, 1.03733], [-0.73745, 1.34393, 0.19522], [-2.50853, 2.91816, 1.87398], [-1.63032, 3.86301, 1.09622], [-0.41886, 3.19533, 0.72442], [-1.89563, 2.41867, 2.63572], [-2.95883, 2.11908, 1.29368], [-3.28135, 3.40772, 2.46570], [-1.38875, 4.73092, 1.71197], [-2.16874, 4.20534, 0.20874], [0.15406, 3.81781, 0.26446], [-0.22909, -4.05908, 0.42597], [0.62445, -3.52729, 1.42552], [0.27566, -4.90611, -0.06373], [-1.13029, -4.48911, 0.86044], [-0.51020, -3.32622, -0.33741], [1.46397, -3.33738, 0.98415], [2.60976, 2.53538, 2.79719], [1.23248, 2.79516, 3.02335], [2.73628, 1.87843, 1.92992], [3.16172, 3.46860, 2.65209], [2.99867, 2.00613, 3.66827], [0.72081, 2.71810, 2.20468], [4.06747, -2.86749, -0.73568], [3.17617, -3.70563, -0.01694], [3.95920, -3.01491, -1.81407], [3.81038, -1.82759, -0.55615], [5.11664, -3.01933, -0.47654], [3.27222, -4.59785, -0.36158], [-4.08791, -0.48171, 0.11672], [-3.08737, -1.44960, 0.03726], [-3.98999, 0.32851, -0.61531], [-5.06561, -0.93109, -0.07421], [-4.18193, -0.05113, 1.12106], [-2.21585, -1.01980, 0.12355]], "e_tot_ev": -25251.569, "lumo_ev": 0.350, "mol_weight_g_mol": 266.37, "de_lowest_kcal_mol": 59.1, "total_charge": 0, "smiles": "CCO.CCO.CCO.CO.CO.CO.CO", "orbital_gap_ev": 10.00}

***

{"formula": "C10H36BCl2CrMgO10S2", "method": "the ωB97M-V functional and the def2-TZVPD basis", "elements": ["Cr", "Mg", "Cl", "Cl", "B", "H", "H", "H", "H", "O", "S", "O", "O", "C", "C", "C", "H", "H", "H", "H", "H", "H", "H", "H", "O", "S", "O", "O", "C", "C", "C", "H", "H", "H", "H", "H", "H", "H", "H", "C", "O", "H", "H", "H", "H", "C", "O", "H", "H", "H", "H", "C", "O", "H", "H", "H", "H", "C", "O", "H", "H", "H", "H"], "xyz": [[2.72274, -0.09754, -0.74493], [-1.61247, 0.36020, 0.61450], [-3.27811, 0.56005, -0.89756], [2.94588, 1.88097, -2.13131], [0.45954, 0.18647, -0.04785], [-0.39851, 0.44298, -0.81145], [0.06392, 0.10722, 1.06455], [0.88487, -0.85583, -0.41506], [1.29421, 1.01423, -0.06017], [-0.04157, 4.54100, 0.49440], [-1.08558, 3.69815, 0.01473], [-1.21465, 2.38477, 0.58685], [-2.46491, 4.39876, 0.24446], [-2.53411, 5.84247, 0.05273], [-3.89715, 6.32160, 0.47098], [-1.00745, 3.53975, -1.73096], [-2.28820, 6.04784, -0.99096], [-1.75192, 6.32685, 0.63649], [-4.33655, 5.74634, 1.28225], [-4.59508, 6.26202, -0.36605], [-3.85020, 7.37195, 0.75435], [0.03839, 3.38397, -2.00999], [-1.39526, 4.41563, -2.23942], [-1.51515, 2.61633, -2.01197], [-1.14552, -3.99300, 1.32823], [-1.72222, -3.08686, 0.40047], [-1.65829, -1.67610, 0.63825], [-1.06330, -3.31762, -1.01154], [-0.95864, -4.70697, -1.43088], [-0.44909, -4.72746, -2.85521], [-3.42619, -3.50322, 0.15947], [-1.94544, -5.17479, -1.39756], [-0.33466, -5.26778, -0.73683], [-0.06682, -5.72779, -3.06408], [0.40960, -4.06275, -2.95239], [-1.23980, -4.50160, -3.56426], [-3.54097, -4.58124, 0.14443], [-3.82557, -2.88349, -0.63714], [-3.84898, -3.18806, 1.11758], [2.35076, -3.14219, 0.58090], [2.57602, -1.79878, 1.04131], [1.58763, -3.08265, -0.18845], [3.28143, -3.60283, 0.24478], [1.99668, -3.75258, 1.41262], [3.02531, -1.77038, 1.89024], [3.27784, 2.29225, 1.41671], [3.47080, 0.93552, 0.97206], [3.13953, 2.90964, 0.53258], [2.43104, 2.38606, 2.09297], [4.18937, 2.66604, 1.88331], [3.91140, 0.44977, 1.67307], [1.55439, -0.41644, 4.43872], [2.26426, -1.42468, 5.12074], [1.89190, 0.59599, 4.70296], [1.58940, -0.47097, 3.34380], [0.53033, -0.45973, 4.80424], [3.16870, -1.50322, 4.80971], [0.95369, -0.93010, -3.21518], [1.99708, -1.40628, -2.33075], [1.23754, -1.10431, -4.25195], [0.00900, -1.45351, -3.06124], [0.81646, 0.13068, -3.03669], [2.42264, -2.14473, -2.77359]], "e_tot_ev": -112682.771, "lumo_ev": [-2.750, -2.866], "mol_weight_g_mol": 538.54, "multiplicity": 5, "total_charge": 1, "orbital_gap_ev": [8.62, 9.17]}